(1)
Formula: C6H7FO
Source: OMol25
Level of theory: ωB97M-V/def2-TZVPD

**Frontier orbital gap (spin up / spin down)**: 6.9 / 7.7 eV
**LUMO (spin up / spin down)**: 0.03819 / -0.08520 Ha
**Multiplicity**: 3
**Energy above the lowest of the compared OMol25 structures with the same formula, charge and spin**: 0.0 kcal/mol

Element x y z (Å)
1 C 0.96 -1.08 0.69
2 C 1.56 0.08 0.39
3 C -0.97 -0.56 -0.62
4 C -0.35 0.78 -0.98
5 C -0.52 -0.78 0.84
6 C 0.46 1.15 0.24
7 O -0.57 0.54 1.38
8 F 0.52 2.49 0.41
9 H 1.25 -2.11 0.96
10 H 2.50 0.50 0.10
11 H -2.14 -0.42 -0.61
12 H -0.69 -1.43 -1.40
13 H 0.21 0.86 -1.82
14 H -1.18 1.47 -1.03
15 H -1.03 -1.48 1.45



(2)
Formula: C38H107N9O11
Source: OMol25
Level of theory: ωB97M-V/def2-TZVPD

**Frontier orbital gap**: 9.3 eV
**LUMO**: 0.01530 Ha
**SMILES string**: COC[C@H](C)N.COC[C@H](C)N.COC[C@H](C)N.COC[C@H](C)N.COC[C@H](C)N.COC[C@H](C)N.COC[C@H](C)N.COC[C@H](C)N.COC[C@H](C)N.CO.CO
**Energy above the lowest of the compared OMol25 structures with the same formula, charge and spin**: 189.9 kcal/mol

Element x y z (Å)
1 C 7.04 1.22 -1.18
2 O 5.70 1.72 -1.46
3 H 7.56 1.29 -2.13
4 H 7.58 1.78 -0.41
5 H 6.93 0.21 -0.78
6 H 5.75 2.45 -2.08
7 C -0.05 -0.90 -0.39
8 O -0.16 0.41 -0.89
9 H -0.10 -0.95 0.70
10 H -0.86 -1.51 -0.79
11 H 0.97 -1.10 -0.71
12 H 0.62 0.92 -0.65
13 C -4.45 -12.30 0.38
14 C -3.85 -10.90 0.47
15 C -3.15 -10.38 -0.75
16 O -2.28 -9.27 -0.44
17 C -1.53 -8.77 -1.52
18 N -4.97 -10.07 0.92
19 H -5.34 -12.37 -0.25
20 H -4.67 -12.75 1.35
21 H -3.70 -12.87 -0.17
22 H -3.10 -10.95 1.26
23 H -3.91 -10.14 -1.50
24 H -2.60 -11.18 -1.25
25 H -1.11 -7.89 -1.05
26 H -2.12 -8.46 -2.39
27 H -0.78 -9.53 -1.74
28 H -5.11 -9.28 0.31
29 H -5.82 -10.62 0.97
30 C 0.16 9.19 7.52
31 C 0.19 7.77 6.96
32 C 1.31 7.57 5.96
33 O 1.25 6.28 5.31
34 C 2.48 6.06 4.66
35 N 0.41 6.88 8.14
36 H 0.10 9.92 6.71
37 H 1.02 9.51 8.10
38 H -0.70 9.14 8.19
39 H -0.81 7.67 6.54
40 H 2.13 7.63 6.67
41 H 1.47 8.45 5.34
42 H 2.64 6.79 3.86
43 H 2.49 5.01 4.38
44 H 3.25 6.31 5.38
45 H 0.16 5.95 7.86
46 H 1.39 6.90 8.40
47 C -4.37 -2.80 6.38
48 C -5.24 -1.57 6.78
49 C -4.91 -0.96 8.19
50 O -5.44 0.32 8.40
51 C -5.22 0.77 9.69
52 N -4.98 -0.53 5.79
53 H -4.62 -3.08 5.35
54 H -4.62 -3.61 7.07
55 H -3.31 -2.56 6.43
56 H -6.25 -1.99 6.75
57 H -3.84 -0.80 8.04
58 H -5.27 -1.62 8.98
59 H -5.95 1.52 9.97
60 H -4.34 1.41 9.72
61 H -5.24 0.04 10.51
62 H -4.07 -0.69 5.40
63 H -4.85 0.30 6.34
64 C -4.45 5.77 0.20
65 C -5.44 5.46 -0.96
66 C -5.10 5.97 -2.39
67 O -5.10 7.39 -2.51
68 C -6.45 7.89 -2.67
69 N -5.48 4.01 -0.93
70 H -4.24 6.83 0.30
71 H -3.43 5.47 -0.04
72 H -4.76 5.26 1.11
73 H -6.38 5.83 -0.54
74 H -5.57 5.42 -3.21
75 H -4.04 5.79 -2.55
76 H -7.03 7.49 -3.50
77 H -6.41 8.97 -2.83
78 H -6.96 7.60 -1.76
79 H -5.84 3.61 -0.08
80 H -4.51 3.71 -0.90
81 C 9.32 6.96 -4.83
82 C 8.20 6.79 -5.90
83 C 6.86 7.60 -5.72
84 O 6.25 7.08 -4.54
85 C 5.05 7.68 -4.11
86 N 8.92 7.18 -7.09
87 H 8.98 6.48 -3.91
88 H 9.41 8.04 -4.68
89 H 10.32 6.60 -5.07
90 H 7.92 5.75 -6.10
91 H 6.23 7.50 -6.61
92 H 7.21 8.59 -5.42
93 H 5.21 8.09 -3.11
94 H 4.39 6.81 -4.13
95 H 4.67 8.41 -4.82
96 H 8.27 7.31 -7.85
97 H 9.45 8.02 -6.90
98 C 8.89 -1.24 8.38
99 C 7.91 -0.22 8.90
100 C 6.54 -0.89 9.16
101 O 5.89 -1.02 7.89
102 C 4.59 -1.52 7.86
103 N 8.47 0.31 10.09
104 H 9.11 -2.09 9.03
105 H 9.86 -0.84 8.09
106 H 8.63 -1.60 7.38
107 H 7.76 0.67 8.29
108 H 5.82 -0.22 9.63
109 H 6.74 -1.84 9.65
110 H 4.54 -2.57 8.13
111 H 4.38 -1.36 6.80
112 H 3.86 -0.82 8.27
113 H 9.38 0.60 9.77
114 H 8.74 -0.45 10.71
115 C 9.80 -6.56 -6.99
116 C 9.48 -5.20 -7.51
117 C 8.67 -4.33 -6.52
118 O 7.28 -4.74 -6.55
119 C 6.43 -4.07 -5.63
120 N 10.77 -4.56 -7.83
121 H 10.59 -6.62 -6.24
122 H 10.06 -7.27 -7.77
123 H 8.85 -6.99 -6.69
124 H 8.89 -5.22 -8.42
125 H 8.67 -3.29 -6.83
126 H 8.98 -4.48 -5.49
127 H 6.63 -4.58 -4.68
128 H 5.38 -4.25 -5.85
129 H 6.74 -3.03 -5.52
130 H 11.34 -4.92 -8.58
131 H 10.68 -3.58 -8.08
132 C -3.14 -0.54 -7.66
133 C -3.31 -2.04 -7.95
134 C -2.01 -2.79 -7.86
135 O -2.08 -4.05 -8.55
136 C -0.91 -4.80 -8.61
137 N -4.27 -2.58 -7.05
138 H -4.01 -0.15 -8.19
139 H -2.34 -0.04 -8.20
140 H -3.15 -0.23 -6.61
141 H -3.66 -2.16 -8.98
142 H -1.55 -2.84 -6.87
143 H -1.26 -2.24 -8.43
144 H -0.87 -5.43 -7.73
145 H -0.03 -4.16 -8.62
146 H -0.96 -5.35 -9.55
147 H -5.15 -2.09 -7.06
148 H -4.02 -2.53 -6.08
149 C -8.93 -2.80 -0.22
150 C -10.17 -1.92 -0.75
151 C -10.73 -0.90 0.30
152 O -11.81 -0.10 -0.37
153 C -13.04 -0.69 -0.62
154 N -9.82 -1.06 -1.86
155 H -8.40 -3.37 -0.97
156 H -9.15 -3.57 0.53
157 H -8.17 -2.17 0.23
158 H -10.94 -2.61 -1.08
159 H -10.12 -0.02 0.50
160 H -11.01 -1.23 1.30
161 H -13.07 -1.48 -1.36
162 H -13.50 0.18 -1.09
163 H -13.64 -0.84 0.27
164 H -10.50 -0.32 -1.77
165 H -9.01 -0.60 -1.47



(3)
Formula: C48H72O24
Source: OMol25
Level of theory: ωB97M-V/def2-TZVPD

**Frontier orbital gap**: 10.1 eV
**LUMO**: 0.00393 Ha
**SMILES string**: O=C1CCCO1.O=C1CCCO1.O=C1CCCO1.O=C1CCCO1.O=C1CCCO1.O=C1CCCO1.O=C1CCCO1.O=C1CCCO1.O=C1CCCO1.O=C1CCCO1.O=C1CCCO1.O=C1CCCO1
**Energy above the lowest of the compared OMol25 structures with the same formula, charge and spin**: 0.0 kcal/mol

Element x y z (Å)
1 O -2.12 -1.32 5.26
2 C -1.05 -1.39 4.72
3 O -0.12 -0.40 4.81
4 C 1.05 -0.71 4.06
5 C 0.98 -2.22 3.71
6 C -0.53 -2.50 3.85
7 H 1.94 -0.47 4.65
8 H 1.20 -0.09 3.17
9 H 1.56 -2.72 4.49
10 H 1.38 -2.45 2.73
11 H -0.78 -3.49 4.20
12 H -0.96 -2.40 2.85
13 O -0.17 -2.72 0.59
14 C -0.07 -1.57 0.29
15 O -0.70 -0.63 0.97
16 C -0.23 0.69 0.59
17 C 0.50 0.49 -0.74
18 C 0.90 -0.97 -0.72
19 H 0.47 0.99 1.37
20 H -1.04 1.40 0.51
21 H 1.31 1.21 -0.85
22 H -0.16 0.65 -1.60
23 H 1.91 -1.15 -0.34
24 H 0.72 -1.50 -1.65
25 O -0.32 5.78 1.45
26 C -1.51 5.69 1.53
27 O -2.21 6.47 2.35
28 C -3.61 6.15 2.29
29 C -3.80 5.44 0.95
30 C -2.43 4.79 0.74
31 H -4.21 7.05 2.37
32 H -3.83 5.48 3.12
33 H -3.89 6.23 0.20
34 H -4.63 4.76 0.90
35 H -2.14 4.74 -0.30
36 H -2.43 3.79 1.19
37 O -0.52 -1.46 -4.61
38 C -1.17 -0.53 -4.26
39 O -1.72 -0.45 -3.03
40 C -2.58 0.71 -2.89
41 C -2.34 1.55 -4.14
42 C -1.68 0.60 -5.12
43 H -2.34 1.26 -1.98
44 H -3.58 0.30 -2.83
45 H -1.65 2.36 -3.88
46 H -3.22 2.07 -4.51
47 H -0.87 1.05 -5.70
48 H -2.40 0.22 -5.85
49 O 2.37 2.16 2.79
50 C 2.48 3.20 2.22
51 O 2.91 4.30 2.86
52 C 3.03 5.41 1.92
53 C 3.13 4.77 0.54
54 C 2.31 3.49 0.73
55 H 3.77 6.16 2.14
56 H 2.05 5.91 1.94
57 H 4.13 4.49 0.21
58 H 2.71 5.44 -0.21
59 H 2.65 2.60 0.21
60 H 1.23 3.49 0.53
61 O -5.27 2.55 1.59
62 C -5.15 1.46 2.02
63 O -5.93 1.02 3.03
64 C -5.91 -0.39 3.07
65 C -4.62 -0.87 2.36
66 C -4.26 0.34 1.53
67 H -6.81 -0.76 2.56
68 H -6.03 -0.76 4.09
69 H -4.87 -1.74 1.76
70 H -3.87 -1.11 3.11
71 H -4.43 0.20 0.47
72 H -3.24 0.69 1.65
73 O -1.81 1.99 2.78
74 C -1.99 2.52 3.83
75 O -1.74 3.82 4.03
76 C -2.11 4.22 5.36
77 C -3.07 3.13 5.84
78 C -2.56 1.91 5.08
79 H -2.64 5.18 5.32
80 H -1.24 4.34 5.99
81 H -4.12 3.34 5.65
82 H -3.01 2.94 6.91
83 H -3.25 1.08 4.94
84 H -1.70 1.44 5.56
85 O 4.70 2.40 -3.39
86 C 4.33 1.42 -3.89
87 O 4.90 0.97 -5.03
88 C 4.40 -0.34 -5.38
89 C 3.08 -0.49 -4.63
90 C 3.27 0.44 -3.43
91 H 5.16 -1.08 -5.12
92 H 4.23 -0.39 -6.45
93 H 2.82 -1.50 -4.32
94 H 2.28 -0.09 -5.26
95 H 3.74 -0.12 -2.61
96 H 2.44 0.94 -2.95
97 O 1.10 -6.06 -7.51
98 C 0.79 -5.57 -6.49
99 O -0.50 -5.29 -6.19
100 C -0.64 -4.89 -4.79
101 C 0.75 -4.41 -4.39
102 C 1.68 -5.17 -5.34
103 H -0.99 -5.77 -4.26
104 H -1.37 -4.09 -4.84
105 H 0.93 -4.62 -3.34
106 H 0.89 -3.34 -4.54
107 H 2.12 -6.06 -4.89
108 H 2.51 -4.58 -5.74
109 O 3.28 -6.43 0.62
110 C 3.75 -5.45 0.15
111 O 4.79 -5.50 -0.70
112 C 5.19 -4.18 -1.11
113 C 4.04 -3.21 -0.68
114 C 3.29 -4.02 0.36
115 H 5.40 -4.13 -2.17
116 H 6.08 -3.96 -0.52
117 H 3.46 -2.87 -1.53
118 H 4.59 -2.39 -0.22
119 H 2.21 -3.97 0.26
120 H 3.53 -3.65 1.36
121 O -5.56 -0.64 -1.19
122 C -4.98 -1.63 -1.50
123 O -4.08 -2.21 -0.69
124 C -3.33 -3.25 -1.37
125 C -4.21 -3.65 -2.55
126 C -5.01 -2.36 -2.83
127 H -3.25 -4.08 -0.67
128 H -2.32 -2.91 -1.59
129 H -4.84 -4.48 -2.25
130 H -3.63 -3.93 -3.43
131 H -6.00 -2.59 -3.18
132 H -4.42 -1.71 -3.49
133 O 3.80 0.61 -0.27
134 C 4.32 0.28 0.76
135 O 3.94 -0.80 1.47
136 C 4.76 -0.93 2.64
137 C 5.28 0.47 2.92
138 C 5.39 1.06 1.52
139 H 5.54 -1.69 2.47
140 H 4.18 -1.28 3.49
141 H 6.23 0.52 3.44
142 H 4.51 1.03 3.46
143 H 6.32 0.83 0.99
144 H 5.14 2.11 1.45



(4)
Formula: C37H32BrF5IrN3O3SSi
Source: OMol25
Level of theory: ωB97M-V/def2-TZVPD

**Frontier orbital gap (spin up / spin down)**: 6.2 / 5.1 eV
**Charge**: +1
**LUMO (spin up / spin down)**: -0.15387 / -0.19621 Ha
**Multiplicity**: 2

Element x y z (Å)
1 Ir 0.72 -0.60 0.17
2 O -1.82 1.40 -2.88
3 C -1.42 2.68 -2.66
4 C -1.69 3.64 -3.63
5 C -1.27 4.95 -3.45
6 C -0.57 5.31 -2.31
7 C -0.32 4.35 -1.33
8 C -0.76 3.04 -1.49
9 C -0.52 2.05 -0.37
10 O -0.17 0.81 -0.87
11 N -1.74 2.05 0.50
12 N -2.03 1.18 1.46
13 C -1.83 -0.08 1.30
14 C -1.89 -1.04 2.41
15 Br -0.64 -2.47 2.00
16 C -2.53 -1.13 3.57
17 C -3.52 -0.21 4.16
18 C -4.66 -0.78 4.74
19 C -5.64 0.02 5.30
20 C -5.48 1.40 5.32
21 C -4.33 1.96 4.79
22 C -3.36 1.17 4.21
23 H -1.36 0.86 -2.22
24 H -2.23 3.34 -4.52
25 H -1.48 5.69 -4.21
26 H -0.21 6.32 -2.18
27 H 0.23 4.62 -0.44
28 H 0.28 2.47 0.25
29 H -2.00 2.99 0.78
30 H -1.65 -0.50 0.31
31 H -2.35 -2.03 4.15
32 H -4.78 -1.86 4.73
33 H -6.52 -0.44 5.73
34 H -6.24 2.02 5.76
35 H -4.19 3.04 4.84
36 H -2.45 1.61 3.83
37 C 4.16 0.51 -3.19
38 Si 3.44 0.36 -1.47
39 C 4.71 -0.30 -0.31
40 C 2.84 2.06 -1.07
41 N 2.01 -0.81 -1.36
42 C 1.75 -1.77 -2.28
43 C 2.71 -2.18 -3.25
44 C 2.40 -3.11 -4.21
45 C 1.12 -3.68 -4.25
46 C 0.17 -3.34 -3.31
47 C 0.48 -2.41 -2.33
48 O -0.38 -2.07 -1.33
49 C -1.74 -2.48 -1.45
50 C -2.58 -1.75 -2.27
51 C -3.91 -2.14 -2.35
52 C -4.36 -3.24 -1.63
53 C -3.49 -3.97 -0.85
54 C -2.15 -3.59 -0.75
55 H 4.64 1.49 -3.23
56 H 3.41 0.48 -3.98
57 H 4.93 -0.24 -3.41
58 H 5.62 0.30 -0.38
59 H 4.98 -1.34 -0.54
60 H 4.38 -0.27 0.73
61 H 3.66 2.75 -1.27
62 H 2.52 2.21 -0.04
63 H 2.01 2.35 -1.72
64 H 3.70 -1.77 -3.20
65 H 3.15 -3.41 -4.93
66 H 0.88 -4.41 -5.01
67 H -0.81 -3.79 -3.32
68 H -2.21 -0.92 -2.85
69 H -4.58 -1.58 -2.98
70 H -5.40 -3.53 -1.70
71 H -3.83 -4.84 -0.30
72 H -1.45 -4.17 -0.17
73 F 6.22 -1.17 4.48
74 C 5.14 -0.74 3.86
75 C 4.80 0.61 3.90
76 F 5.57 1.46 4.55
77 C 3.66 1.05 3.25
78 F 3.35 2.34 3.31
79 C 2.83 0.17 2.55
80 S 1.35 0.78 1.81
81 C 3.21 -1.16 2.51
82 F 2.51 -2.03 1.76
83 C 4.34 -1.63 3.15
84 F 4.69 -2.91 3.07



(5)
Formula: CH5N8O3
Source: OMol25
Level of theory: ωB97M-V/def2-TZVPD

**Frontier orbital gap**: 8.6 eV
**Charge**: -1
**LUMO**: 0.13292 Ha
**SMILES string**: N#CNN(N=[N+]([O-])[O-])N(O)NN
**Energy above the lowest of the compared OMol25 structures with the same formula, charge and spin**: 0.0 kcal/mol

Element x y z (Å)
1 C -2.27 -1.99 2.34
2 N -3.26 -2.45 2.73
3 N 0.78 1.12 -0.68
4 N -1.18 -1.62 1.74
5 N -0.11 0.09 -0.83
6 N 0.55 0.08 1.86
7 N -0.84 -0.24 1.52
8 N -1.18 0.01 0.25
9 N 0.74 0.26 3.16
10 O -2.07 1.17 0.13
11 O -0.09 0.06 4.07
12 O 1.88 0.76 3.41
13 H 1.29 1.04 0.26
14 H 0.28 2.04 -0.67
15 H -0.43 -2.26 1.64
16 H -0.50 0.10 -1.80
17 H -2.73 1.26 0.86



no.,E (eV)
1,-11093.862
2,-77062.105
3,-100087.463
4,-154673.637
5,-19173.055